# 1
C18H31N5O16S4 | ωB97M-V with the def2-TZVPD basis set

Output
- HOMO energy (eV) = -10.8
- energy relative to the best compared isomer or geometry (same formula, charge and spin) (kJ/mol) = 185.5
- E_tot (Eh) = -3774.616288

```
! RIJCOSX wB97M-V def2-TZVPD def2/J DEFGRID3
* xyz 0 1
C -0.12 3.65 3.45
C 0.84 4.69 3.83
N 1.64 5.55 4.12
H 0.38 2.75 3.11
H -0.67 4.05 2.59
H -0.88 3.48 4.22
C 4.22 -0.42 -3.86
C 3.11 -0.69 -4.78
N 2.21 -0.93 -5.51
H 3.97 0.45 -3.25
H 5.05 -0.11 -4.50
H 4.55 -1.26 -3.25
C 3.77 3.12 4.17
C 3.39 2.31 3.05
N 3.11 1.62 2.15
H 2.97 3.12 4.91
H 4.05 4.14 3.92
H 4.53 2.58 4.74
C -1.18 -2.21 2.77
C -2.62 -2.45 2.97
N -3.75 -2.56 3.11
H -0.92 -1.28 3.27
H -0.82 -2.35 1.75
H -0.72 -3.09 3.22
C 0.61 0.63 0.21
C 1.56 -0.02 -0.67
N 2.23 -0.50 -1.47
H 1.15 1.53 0.49
H 0.54 -0.09 1.03
H -0.36 0.86 -0.23
C 4.64 -2.65 0.25
C 4.62 -1.49 1.18
O 4.28 -2.05 2.39
S 3.14 -3.30 2.18
O 1.78 -2.86 2.48
O 3.64 -4.49 2.92
O 3.44 -3.31 0.47
H 5.48 -3.27 0.53
H 4.66 -2.40 -0.81
H 3.85 -0.81 0.80
H 5.54 -0.94 1.34
C -2.67 -1.62 -0.68
C -3.38 -2.98 -0.95
O -2.58 -3.53 -1.97
S -0.95 -3.28 -1.67
O -0.18 -3.16 -2.92
O -0.54 -4.05 -0.54
O -1.34 -1.74 -1.13
H -2.50 -1.26 0.34
H -3.16 -0.78 -1.17
H -4.40 -3.00 -1.33
H -3.39 -3.64 -0.08
C -0.59 0.87 -5.18
C -0.80 -0.45 -4.40
O -0.87 -0.06 -3.08
S -1.33 1.52 -2.95
O -0.29 2.33 -2.40
O -2.61 1.50 -2.23
O -1.50 1.72 -4.53
H -0.84 0.75 -6.23
H 0.43 1.27 -5.16
H 0.03 -1.15 -4.49
H -1.72 -1.01 -4.59
C -5.24 1.48 -0.17
C -5.77 2.37 0.99
O -4.66 3.17 1.29
S -3.29 2.24 1.27
O -2.93 1.83 2.65
O -2.26 2.99 0.52
O -4.07 1.02 0.42
H -5.06 2.10 -1.05
H -5.86 0.62 -0.44
H -6.04 1.86 1.92
H -6.55 3.06 0.68
*
```



# 2
C18H31NO14 | ωB97M-V with the def2-TZVPD basis set

Output
- HOMO energy (eV) = -8.6
- E_tot (Eh) = -1812.389222

```
! RIJCOSX wB97M-V def2-TZVPD def2/J DEFGRID3
* xyz 0 1
C -3.32 -27.37 -0.42
C -2.44 -28.40 -1.28
O -1.26 -27.67 -1.39
C -1.23 -26.55 -0.51
O -0.27 -25.74 -0.39
O -2.36 -26.56 0.26
H -3.91 -27.75 0.40
H -3.91 -26.60 -0.94
H -2.98 -28.66 -2.19
H -2.31 -29.29 -0.66
C -10.90 -36.83 -8.21
C -12.26 -37.56 -8.20
O -11.84 -38.92 -8.04
C -10.46 -39.03 -7.85
O -9.99 -40.07 -7.36
O -9.96 -37.84 -7.90
H -11.06 -36.12 -7.39
H -10.71 -36.37 -9.18
H -12.73 -37.35 -9.16
H -12.90 -37.10 -7.45
C -23.44 -25.76 -3.47
C -23.86 -26.30 -4.77
O -22.65 -26.85 -5.19
C -21.83 -26.96 -4.20
O -20.81 -27.57 -4.31
O -22.25 -26.32 -3.09
H -24.35 -26.01 -2.92
H -23.24 -24.71 -3.68
H -24.10 -25.60 -5.58
H -24.74 -26.91 -4.59
C -13.00 -31.27 -4.54
C -13.27 -31.19 -2.99
O -11.99 -30.86 -2.49
C -11.08 -30.48 -3.55
O -9.97 -29.99 -3.40
O -11.78 -30.64 -4.73
H -13.73 -30.54 -4.87
H -13.01 -32.31 -4.87
H -13.65 -32.18 -2.72
H -14.02 -30.41 -2.83
C -1.83 -38.25 -5.89
O -1.65 -36.86 -6.14
C -2.17 -36.49 -7.42
C -2.02 -35.03 -7.63
N -2.51 -34.66 -8.90
C -2.61 -33.20 -9.00
C -3.72 -32.51 -8.18
O -3.57 -31.13 -8.30
C -4.65 -30.16 -8.22
H -2.84 -38.66 -5.88
H -1.44 -38.44 -4.89
H -1.23 -38.80 -6.62
H -3.22 -36.78 -7.42
H -1.66 -37.08 -8.18
H -0.95 -35.19 -7.52
H -2.36 -34.58 -6.70
H -2.03 -35.07 -9.69
H -2.73 -33.02 -10.07
H -1.66 -32.78 -8.69
H -3.62 -32.75 -7.12
H -4.64 -32.91 -8.61
H -5.63 -30.46 -8.60
H -4.32 -29.30 -8.81
H -4.61 -29.89 -7.17
*
```



# 3
C18H32Br10O6 | ωB97M-V with the def2-TZVPD basis set

Output
- HOMO energy (eV) = -9.8
- energy relative to the best compared isomer or geometry (same formula, charge and spin) (kJ/mol) = 22.9
- E_tot (Eh) = -26896.679612

```
! RIJCOSX wB97M-V def2-TZVPD def2/J DEFGRID3
* xyz 0 1
C -0.07 0.53 0.39
C -0.78 1.85 0.11
C -0.82 2.82 1.30
O 0.08 3.86 0.93
C 0.53 3.67 -0.35
O 1.30 4.37 -0.93
O 0.06 2.53 -0.83
H 0.95 0.65 0.75
H 0.01 -0.09 -0.50
H -0.62 -0.03 1.15
H -1.79 1.69 -0.27
H -0.50 2.33 2.21
H -1.81 3.26 1.34
C 0.68 -4.11 5.36
C 0.19 -3.07 4.36
C 0.08 -1.61 4.76
O 0.62 -0.93 3.62
C 1.27 -1.78 2.82
O 1.82 -1.53 1.80
O 1.17 -3.04 3.32
H 1.39 -3.69 6.08
H 1.21 -4.92 4.86
H -0.14 -4.54 5.95
H -0.75 -3.45 3.96
H 0.65 -1.23 5.61
H -0.97 -1.35 4.94
Br 2.93 2.49 -6.43
C 2.97 2.18 -4.44
C 1.53 2.11 -3.98
Br 0.69 0.40 -4.42
H 3.49 3.04 -4.04
H 3.53 1.28 -4.20
H 0.94 2.96 -4.29
H 1.57 2.15 -2.89
Br -3.20 1.53 -2.82
C -3.02 0.52 -4.45
C -2.68 1.45 -5.59
Br -4.29 2.47 -6.12
H -3.92 -0.08 -4.55
H -2.22 -0.22 -4.32
H -2.38 0.79 -6.41
H -1.84 2.10 -5.39
Br 4.16 6.43 2.58
C 4.35 5.45 0.86
C 3.86 4.04 1.02
Br 4.27 3.14 -0.66
H 5.40 5.45 0.57
H 3.77 6.01 0.14
H 2.79 3.96 1.11
H 4.31 3.43 1.79
Br -1.36 -1.84 -2.09
C 0.40 -2.69 -1.60
C 0.25 -4.04 -0.94
Br 1.94 -4.31 -0.03
H 0.99 -1.94 -1.08
H 0.91 -2.80 -2.56
H 0.00 -4.81 -1.66
H -0.54 -4.03 -0.19
Br -2.19 -2.55 1.56
C -3.85 -3.25 2.39
C -4.80 -3.88 1.39
Br -3.98 -5.43 0.50
H -4.26 -2.35 2.82
H -3.54 -3.97 3.15
H -5.06 -3.13 0.65
H -5.68 -4.25 1.90
*
```



# 4
C18H32F2N3O8PS2 | ωB97M-V with the def2-TZVPD basis set

Output
- HOMO energy (eV) = -8.7
- E_tot (Eh) = -2808.522357

```
! RIJCOSX wB97M-V def2-TZVPD def2/J DEFGRID3
* xyz 0 1
C 2.57 -2.60 1.00
C 3.43 -2.32 -0.31
O 3.42 -0.95 -0.74
C 4.36 -0.16 -0.03
C 3.92 1.35 -0.11
C 2.50 1.43 0.58
N 1.46 1.77 -0.47
C 0.22 2.14 0.29
C -1.10 2.13 -0.56
C -1.03 2.93 -1.92
C -2.16 2.31 -2.87
N -3.51 2.40 -2.29
C -4.13 1.09 -1.97
C -4.21 0.92 -0.39
C -4.81 1.89 0.51
C -4.82 1.69 1.95
C -4.20 0.51 2.57
C -3.61 -0.48 1.66
C -3.60 -0.29 0.20
O -3.00 -1.30 -0.56
C 0.49 3.53 0.98
O 1.81 3.68 1.54
C 2.47 2.44 1.81
P 1.81 1.54 3.34
O 2.79 1.56 4.49
H 3.09 -3.29 1.70
H 1.57 -3.03 0.70
H 2.40 -1.59 1.48
H 2.95 -2.92 -1.14
H 4.46 -2.75 -0.19
H 5.41 -0.24 -0.42
H 4.39 -0.43 1.07
H 3.88 1.73 -1.17
H 4.70 1.96 0.42
H 2.26 0.40 0.96
H 1.23 0.93 -1.02
H 1.75 2.55 -1.07
H 0.09 1.33 1.08
H -1.32 1.05 -0.79
H -1.94 2.50 0.09
H -0.04 2.82 -2.46
H -1.26 4.00 -1.70
H -2.16 2.96 -3.80
H -1.87 1.28 -3.21
H -3.54 3.04 -1.50
H -3.56 0.21 -2.36
H -5.18 0.99 -2.37
H -5.27 2.80 0.05
H -5.28 2.47 2.60
H -4.18 0.38 3.68
H -3.13 -1.38 2.11
H -2.16 -0.99 -0.94
H 0.41 4.31 0.16
H -0.34 3.76 1.69
H 3.53 2.70 2.06
H 0.52 2.03 3.72
H 1.62 0.15 3.02
N 0.25 -6.78 -0.53
S -0.20 -5.43 -1.21
O -0.61 -5.49 -2.58
O 0.48 -4.23 -0.79
F -1.62 -5.24 -0.49
S 1.62 -7.30 -1.10
O 1.89 -8.66 -0.75
O 2.75 -6.41 -1.02
F 1.36 -7.41 -2.66
*
```



- Look up the HOMO energy of the third one.
  -9.8 eV



- What is the HOMO energy in the third record?
  -9.8 eV